{
  "formula": "C4H8NO",
  "method": "ωB97M-V/def2-TZVPD",
  "species": ["C", "C", "C", "C", "N", "O", "H", "H", "H", "H", "H", "H", "H", "H"],
  "positions_angstrom": [[-0.11496, 0.23424, 1.00227], [-0.84836, -0.77380, 0.07997], [-0.42300, -2.16709, -0.09288], [0.90008, 2.11704, -0.38772], [0.21984, 0.88521, -0.07962], [-0.39797, 0.19475, -0.99709], [0.32979, 0.19508, 1.98443], [-1.92346, -0.70091, 0.20405], [0.62320, -2.16699, 0.01367], [-0.60629, -2.60308, -1.16376], [-0.94559, -2.74195, 0.76477], [0.76523, 2.60103, -1.38331], [1.97586, 1.92378, -0.15147], [0.44563, 3.00268, 0.20669]],
  "forces_ev_per_a": [[0.8010, -1.3835, -2.0206], [-0.5751, 1.9243, 0.3707], [-0.9797, -1.6752, -0.5282], [0.7086, 2.7815, 0.8379], [-0.3795, 1.1391, 2.4824], [-1.2906, -1.6891, -1.6738], [-0.2611, 0.6041, 0.1713], [-0.2607, 0.4090, -0.2726], [1.4657, -0.6071, 0.3602], [-0.2816, 0.8814, 2.1672], [0.9800, 0.5107, -1.6651], [0.0148, -1.6841, 0.1654], [-0.8746, 0.6390, -0.2632], [0.9327, -1.8503, -0.1317]],
  "orbital_gap_ev": 10.819,
  "charge": 1,
  "e_tot_ha": -286.8117,
  "molar_mass_da": 86.11,
  "e_lumo_ev": -5.02
}

{
  "formula": "C35H24Cl2CrF6N4O5P3SSe2",
  "method": "ωB97M-V/def2-TZVPD",
  "species": ["Cr", "Cl", "C", "C", "C", "Cl", "C", "C", "C", "C", "N", "C", "C", "O", "H", "H", "H", "H", "Se", "P", "C", "C", "C", "C", "C", "C", "C", "C", "C", "C", "C", "C", "C", "C", "N", "N", "N", "P", "Se", "C", "C", "C", "C", "C", "C", "C", "C", "C", "C", "C", "C", "H", "H", "H", "H", "H", "H", "H", "H", "H", "H", "H", "H", "H", "H", "H", "H", "H", "H", "H", "H", "O", "S", "O", "O", "O", "F", "P", "F", "F", "F", "F", "F"],
  "positions_angstrom": [[0.39565, 1.82220, -2.11717], [0.47582, 6.15381, 0.32713], [-0.58772, 5.63979, -0.94280], [-1.58257, 6.52398, -1.38754], [-2.44845, 6.17677, -2.38416], [-3.66790, 7.31641, -2.90740], [-2.36972, 4.90444, -2.99795], [-3.18960, 4.42395, -4.04173], [-2.98360, 3.16785, -4.53947], [-1.96378, 2.36117, -3.99902], [-1.20512, 2.78790, -3.02453], [-1.37254, 4.03560, -2.52658], [-0.44074, 4.37265, -1.48855], [0.43748, 3.49466, -1.14182], [-1.65465, 7.49860, -0.92429], [-3.96751, 5.06115, -4.44118], [-3.58762, 2.78334, -5.34983], [-1.75168, 1.36380, -4.36587], [-3.97940, -0.07973, 3.54300], [-2.03065, -0.54745, 2.86957], [-1.92886, -2.35039, 2.62979], [-2.34325, -2.85409, 1.40029], [-2.35302, -4.22185, 1.17001], [-1.96522, -5.09899, 2.17234], [-1.56942, -4.60288, 3.40753], [-1.55187, -3.23552, 3.63497], [-0.78657, -0.09133, 4.11766], [-0.97866, -0.48730, 5.44188], [-0.06880, -0.12250, 6.41972], [1.02319, 0.67222, 6.09158], [1.19512, 1.10438, 4.78671], [0.29473, 0.72334, 3.79962], [-1.53835, 0.21388, 1.32181], [-0.44995, 0.18681, 0.42669], [-0.67321, 1.21400, -0.42223], [-1.79943, 1.82459, -0.09041], [-2.32811, 1.25299, 0.95078], [1.06388, -0.72306, -0.00415], [2.43634, 0.78377, -1.15386], [1.93029, -1.29365, 1.50518], [1.49087, -2.36499, 2.27526], [2.17752, -2.74891, 3.41541], [3.33740, -2.07938, 3.78464], [3.80593, -1.03549, 3.00323], [3.10725, -0.64390, 1.86817], [0.44551, -2.27963, -0.72302], [-0.76881, -2.30487, -1.40485], [-1.20758, -3.47615, -2.00053], [-0.44174, -4.63103, -1.92665], [0.77518, -4.60847, -1.26190], [1.22168, -3.43510, -0.67228], [-2.63724, -2.16786, 0.61504], [-2.64725, -4.59841, 0.19891], [-1.96321, -6.16656, 1.98857], [-1.25916, -5.28192, 4.19328], [-1.21069, -2.85914, 4.58957], [-1.86745, -1.04849, 5.70471], [-0.22376, -0.43993, 7.44415], [1.73022, 0.96579, 6.85858], [2.03142, 1.74010, 4.52463], [0.43239, 1.07259, 2.78443], [0.61749, -2.91358, 1.96815], [1.80671, -3.57511, 4.01048], [3.87526, -2.37689, 4.67763], [4.71749, -0.51648, 3.27504], [3.46738, 0.17915, 1.26252], [-1.35732, -1.40016, -1.48386], [-2.14818, -3.47873, -2.53806], [-0.78683, -5.54345, -2.39831], [1.38975, -5.49893, -1.21425], [2.18345, -3.42248, -0.17628], [3.51928, 3.57969, -4.54564], [2.92655, 2.55101, -3.74622], [3.07900, 1.16128, -4.38072], [1.45508, 2.78837, -3.56053], [3.55114, 2.42492, -2.40848], [-0.15109, 0.32475, -2.88434], [2.62339, 0.44170, -5.93135], [2.59449, -0.95879, -5.14605], [1.06796, 0.67060, -5.59049], [4.19720, 0.23506, -6.22667], [2.66962, 1.86625, -6.67013], [2.23916, -0.30177, -7.31753]],
  "forces_ev_per_a": [[0.4768, 0.5297, -0.2463], [0.0277, -0.0102, 0.0247], [-0.0070, -0.0133, -0.0264], [-0.0043, 0.0153, -0.0013], [-0.0004, -0.0221, -0.0045], [-0.0125, 0.0238, -0.0016], [0.0353, 0.0133, 0.0276], [-0.0190, -0.0098, -0.0217], [0.0193, 0.0150, 0.0043], [0.0125, -0.0468, -0.0399], [0.0276, 0.0780, 0.0860], [-0.0403, -0.0132, -0.0476], [-0.0161, 0.0572, -0.0137], [-0.1510, 0.0655, 0.1867], [-0.0026, 0.0010, -0.0068], [-0.0019, -0.0032, 0.0023], [-0.0021, -0.0007, 0.0048], [0.0093, 0.0161, 0.0186], [0.0616, -0.0359, 0.0087], [-0.1791, -0.1348, 0.0353], [0.0948, 0.0379, -0.1191], [0.0606, -0.0001, -0.0053], [-0.0202, -0.0225, 0.0054], [-0.0076, 0.0088, -0.0146], [0.0206, 0.0003, -0.0029], [0.1052, 0.0218, 0.0275], [0.0358, 0.0557, -0.0393], [-0.0036, 0.0159, 0.0147], [-0.0192, -0.0015, 0.0016], [0.0257, 0.0032, -0.0022], [0.0357, -0.0262, -0.0209], [0.0355, -0.0906, -0.0310], [0.1057, 0.1129, 0.0302], [0.0799, 0.1093, 0.0218], [-0.0912, -0.2073, -0.0485], [0.0205, 0.0304, -0.1840], [0.0470, -0.0810, 0.1258], [0.2602, 0.6855, 0.0823], [-0.6622, -1.1184, 0.5909], [0.0865, 0.1164, -0.0289], [-0.0261, 0.0052, 0.0282], [0.0128, 0.0043, 0.0291], [-0.0434, -0.0379, 0.0379], [-0.0159, 0.0388, -0.0132], [0.0113, 0.1289, 0.1179], [0.1301, 0.0490, -0.1886], [0.0672, 0.0861, -0.0112], [-0.0090, 0.0012, -0.0739], [-0.0233, 0.0222, -0.0030], [0.0236, 0.0254, 0.0149], [0.0034, -0.0212, -0.0664], [-0.0215, -0.0307, 0.0322], [0.0065, 0.0093, 0.0253], [-0.0010, 0.0064, -0.0004], [-0.0100, 0.0111, -0.0101], [-0.0065, -0.0133, 0.0041], [0.0023, 0.0227, 0.0019], [0.0027, 0.0038, -0.0133], [-0.0091, 0.0014, -0.0117], [-0.0069, -0.0060, 0.0020], [0.0025, 0.0011, -0.0064], [-0.2259, -0.1086, 0.0089], [-0.0028, 0.0090, -0.0052], [-0.0081, 0.0034, -0.0207], [-0.0203, -0.0104, -0.0117], [-0.0275, -0.0231, -0.0158], [0.0189, 0.0284, -0.0435], [0.0104, -0.0048, 0.0039], [0.0039, 0.0071, 0.0009], [-0.0093, 0.0010, -0.0021], [0.0147, 0.0122, 0.0143], [-0.0364, -0.0097, -0.1596], [0.3392, 0.5604, 0.6930], [0.0471, -0.1586, -0.1946], [-0.3783, -0.5225, 0.1142], [0.0051, -0.0778, -0.7205], [-0.2728, -0.2241, -0.1166], [0.0182, 0.1792, 0.3446], [-0.0068, -0.1429, 0.0066], [-0.0380, 0.0002, -0.0476], [0.0112, -0.0018, -0.0811], [0.0091, -0.0103, -0.0052], [0.0151, 0.0106, -0.0503]],
  "orbital_gap_ev": [6.823, 6.748],
  "charge": -2,
  "spin_multiplicity": 2,
  "e_tot_ha": -10733.0355,
  "molar_mass_da": 1100.40,
  "e_lumo_ev": [3.58, 3.58]
}

{
  "formula": "C36H43BMnN11O3Se",
  "method": "ωB97M-V/def2-TZVPD",
  "species": ["Mn", "C", "C", "C", "C", "C", "C", "N", "N", "B", "N", "C", "C", "C", "N", "C", "C", "C", "N", "C", "C", "C", "N", "C", "C", "C", "H", "H", "H", "H", "H", "H", "H", "H", "H", "H", "H", "H", "H", "H", "H", "H", "H", "H", "H", "H", "H", "H", "H", "H", "H", "H", "H", "H", "Se", "N", "C", "C", "C", "C", "C", "N", "C", "C", "N", "C", "C", "C", "C", "C", "N", "H", "H", "H", "H", "H", "H", "O", "N", "O", "O", "C", "C", "C", "C", "C", "C", "H", "H", "H", "H", "H", "H", "H", "H", "H"],
  "positions_angstrom": [[0.05882, -0.55919, -0.23169], [-2.89588, -2.78959, -1.32679], [-2.02958, -3.95999, -0.87129], [-2.03248, -4.13449, 0.65011], [-0.62048, -3.81509, -1.36469], [0.08842, -4.85959, -1.97259], [1.32112, -4.33089, -2.26349], [1.34292, -3.05639, -1.84879], [0.15962, -2.73109, -1.28889], [2.56842, -2.15569, -2.05799], [2.18822, -0.90039, -2.83919], [2.79442, -0.47669, -3.95759], [2.18302, 0.68601, -4.35949], [1.18382, 0.91341, -3.40359], [1.21302, -0.05279, -2.48429], [0.19442, 2.03271, -3.44949], [0.89772, 3.38811, -3.55279], [-0.75338, 1.80691, -4.63119], [3.18992, -1.72149, -0.73469], [4.45322, -1.98639, -0.36919], [4.69322, -1.35509, 0.82431], [3.49052, -0.69959, 1.12921], [2.59412, -0.93089, 0.17001], [3.29072, 0.13391, 2.35551], [3.45212, -0.72569, 3.61431], [4.28562, 1.29741, 2.35941], [-3.85328, -2.79839, -0.81419], [-3.06258, -2.83969, -2.40139], [-2.39428, -1.84889, -1.09699], [-2.42508, -4.88599, -1.31509], [-1.79158, -3.18859, 1.12351], [-1.30178, -4.88719, 0.94861], [-3.01548, -4.44809, 0.99251], [-0.25668, -5.85589, -2.16469], [2.17312, -4.78589, -2.72879], [3.37912, -2.77769, -2.67199], [3.61182, -1.01589, -4.39429], [2.42032, 1.28831, -5.21289], [-0.39838, 1.99971, -2.53459], [1.40952, 3.49461, -4.50769], [1.63242, 3.49751, -2.75789], [0.17252, 4.19471, -3.46069], [-0.20138, 1.70641, -5.56359], [-1.44648, 2.63971, -4.73329], [-1.32528, 0.89811, -4.46309], [5.09292, -2.59439, -0.97609], [5.59592, -1.36149, 1.40041], [2.28762, 0.55611, 2.34661], [4.49192, -1.01809, 3.75371], [2.85102, -1.62999, 3.54041], [3.12542, -0.17429, 4.49421], [5.31262, 0.93691, 2.32061], [4.16412, 1.89141, 3.26291], [4.11062, 1.93641, 1.49601], [-1.13328, 2.43221, 6.89371], [-0.83898, 3.14741, 5.28091], [-0.56638, 2.16231, 4.43751], [-0.29998, 2.36911, 3.04731], [-0.34148, 3.62381, 2.45741], [-0.02028, 3.74831, 1.11461], [0.29842, 2.60401, 0.39271], [0.30962, 1.38641, 0.90741], [0.02672, 1.23811, 2.23651], [0.07342, -0.06229, 2.80511], [0.41722, -1.09979, 1.99581], [0.47212, -2.31029, 2.49161], [0.14692, -2.61999, 3.81731], [-0.20098, -1.59099, 4.66631], [-0.22388, -0.28119, 4.18601], [-0.54988, 0.84551, 5.00001], [-0.82468, 0.77021, 6.29701], [-0.61048, 4.48231, 3.05711], [-0.02318, 4.71011, 0.62331], [0.56482, 2.67261, -0.65359], [0.78602, -3.09649, 1.81331], [0.18122, -3.64429, 4.15731], [-0.46058, -1.77739, 5.69921], [-3.88508, -1.00539, 1.83151], [-2.83388, -0.44139, 1.59121], [-2.62268, 0.71671, 1.89971], [-1.92738, -1.10529, 1.01461], [-2.87008, 3.42801, -1.99679], [-3.42268, 2.12881, -1.39509], [-4.52268, 1.56291, -2.30219], [-4.00638, 2.43111, -0.01019], [-2.32788, 1.16551, -1.24759], [-1.37088, 0.42891, -1.08969], [-3.64148, 4.19571, -1.98209], [-2.55628, 3.27161, -3.02399], [-2.01678, 3.77961, -1.42199], [-5.27768, 2.32601, -2.49109], [-5.00548, 0.71241, -1.82679], [-4.11028, 1.23641, -3.25459], [-4.77348, 3.20051, -0.08899], [-3.22758, 2.76931, 0.66851], [-4.45418, 1.54171, 0.42371]],
  "forces_ev_per_a": [[1.6099, -1.3791, 0.0539], [0.2142, 0.0441, 0.0411], [-0.0221, 0.2102, 0.1468], [0.0556, -0.0451, -0.1111], [0.2331, -0.3810, -0.2546], [0.1113, 0.0491, -0.0297], [-0.1551, -0.1507, 0.0603], [0.2300, -0.5791, -0.1839], [-0.3036, 0.3988, 0.5340], [-0.6704, 0.5228, 0.2287], [0.3656, 0.0237, -0.5442], [-0.0190, 0.1639, -0.1813], [0.1554, -0.0831, -0.0435], [0.1761, -0.2119, 0.1155], [-0.2506, 0.1815, 0.3321], [-0.0437, 0.0809, 0.0362], [-0.1538, -0.2093, 0.0793], [0.0098, 0.0712, 0.2682], [0.6669, -0.2082, 0.2124], [-0.0012, 0.0102, 0.1235], [0.0019, -0.0287, 0.0216], [0.1658, -0.1797, -0.2018], [-0.4096, 0.2323, 0.0940], [-0.0184, 0.0833, 0.0109], [-0.1875, 0.1235, -0.1406], [-0.2362, -0.0479, 0.0126], [-0.1682, 0.0397, 0.0833], [-0.0239, 0.0228, -0.1404], [-0.2655, -0.0614, -0.0926], [0.1910, 0.1175, 0.0176], [-0.0758, 0.0021, 0.0960], [0.0376, -0.1435, 0.0243], [-0.1552, 0.0098, 0.0967], [-0.1187, -0.1649, -0.0592], [0.1937, 0.0546, -0.1115], [0.1999, -0.1134, -0.1249], [0.1256, -0.1914, -0.0258], [0.0528, 0.1000, -0.2120], [0.0377, -0.0487, -0.0828], [0.1028, 0.0453, -0.1046], [0.1434, 0.0586, 0.0716], [-0.0964, 0.1290, -0.0415], [0.0984, -0.0089, -0.1228], [-0.1009, 0.0916, -0.0553], [-0.0982, -0.1092, -0.0227], [0.0684, -0.1477, -0.1792], [0.2239, -0.0095, 0.0962], [0.2487, -0.0624, -0.0965], [0.0989, -0.0399, 0.0066], [-0.0052, -0.0529, 0.0414], [0.0307, 0.0739, 0.1569], [0.0720, -0.0270, -0.0072], [0.0132, 0.1251, 0.1226], [0.0594, 0.0868, -0.0648], [0.2586, -0.4510, -0.8724], [0.0570, -0.3166, -0.4287], [-0.4623, 0.8819, 1.3427], [0.5165, -0.8145, -1.2945], [0.1569, 0.0928, -0.4784], [-0.1263, -0.0998, 0.4006], [0.0478, -0.0479, -0.0180], [0.1756, -0.0244, 1.8900], [-0.2535, 2.7865, -1.0993], [-0.0583, -2.4491, 1.4013], [-0.2493, 1.0258, 0.6232], [0.0124, -0.4427, 0.2865], [0.0461, 0.3638, -0.0144], [0.0188, -0.2232, -0.1405], [0.4049, -0.5638, -1.7486], [-0.4382, 0.5451, 1.7738], [0.1543, -0.0805, -0.6253], [-0.0021, 0.0103, 0.0230], [0.0033, 0.0337, -0.0203], [-0.0893, -0.0539, -0.0944], [-0.0608, 0.0223, -0.1089], [-0.0103, -0.0346, -0.0002], [0.0027, 0.0264, 0.0374], [-1.4138, -0.3341, 0.3049], [0.6944, -1.2117, -0.5656], [0.2921, 1.4345, 0.7203], [0.2622, -0.1458, 0.2418], [-0.1767, -0.1348, 0.0201], [-0.0675, 0.0262, 0.1108], [0.0828, 0.0994, 0.0649], [-0.1082, 0.0638, -0.1493], [0.0115, -0.0011, -0.2146], [-1.9870, 1.2021, -1.2192], [-0.1128, 0.1783, -0.0363], [0.0858, 0.0014, -0.1394], [0.1156, 0.0643, 0.0935], [-0.1376, 0.0979, -0.0284], [-0.0018, -0.1179, 0.0402], [0.0575, -0.0189, -0.0991], [-0.1593, 0.1811, -0.0429], [0.0314, 0.0328, 0.0479], [0.0125, -0.0711, 0.0665]],
  "orbital_gap_ev": [5.616, 6.362],
  "charge": -1,
  "spin_multiplicity": 6,
  "e_tot_ha": -5803.0072,
  "molar_mass_da": 822.52,
  "e_lumo_ev": [1.24, 1.24]
}